Record 1
This record from the OMol25 dataset describes C36H33BiN2O3P as an isolated structure. The level of theory is ωB97M-V/def2-TZVPD.

Properties
Highest occupied orbital energy: -4.24 eV
Energy relative to the best compared isomer or geometry (same formula, charge and spin): 0.00 kJ/mol
Molar mass: 781.62 g/mol
Orbital gap: 6.845 eV

```
! wB97M-V def2-TZVPD RIJCOSX def2/J DEFGRID3
* xyz -1 1
Bi -0.727 0.259 0.845
O -1.924 1.670 2.732
C -1.129 2.043 3.653
C -1.099 3.404 4.115
C -0.315 3.803 5.163
C 0.504 2.890 5.863
C 0.511 1.584 5.443
C -0.236 1.146 4.334
C -0.140 -0.253 3.998
N -0.342 -0.807 2.857
N -0.308 -2.208 2.859
C -1.036 -2.668 1.871
O -1.657 -1.974 1.000
C -1.123 -4.164 1.766
C -0.339 -4.994 2.563
C -0.429 -6.372 2.439
C -1.305 -6.936 1.518
C -2.087 -6.111 0.721
C -1.993 -4.730 0.841
H -1.738 4.104 3.590
H -0.330 4.844 5.470
H 1.106 3.210 6.703
H 1.131 0.856 5.961
H 0.133 -0.948 4.795
H 0.335 -4.539 3.277
H 0.188 -7.010 3.060
H -1.374 -8.013 1.422
H -2.769 -6.544 -0.001
H -2.582 -4.067 0.221
C -2.905 0.128 -6.689
C -2.280 1.283 -6.250
C -1.833 1.384 -4.935
C -2.012 0.333 -4.042
C -2.658 -0.825 -4.493
C -3.090 -0.931 -5.805
P -1.572 0.437 -2.264
C -0.695 2.044 -2.169
C -1.348 3.108 -1.549
C -0.713 4.334 -1.394
C 0.585 4.501 -1.853
C 1.248 3.444 -2.465
C 0.613 2.221 -2.616
C -0.162 -0.752 -2.109
C 0.362 -1.429 -3.213
C 1.349 -2.390 -3.048
C 1.808 -2.689 -1.773
C 1.303 -2.004 -0.678
C 0.330 -1.014 -0.812
H -3.252 0.052 -7.712
H -2.131 2.112 -6.931
H -1.334 2.286 -4.606
H -2.814 -1.650 -3.806
H -3.579 -1.838 -6.139
H -2.348 2.962 -1.154
H -1.223 5.146 -0.891
H 1.092 5.447 -1.709
H 2.270 3.567 -2.804
H 1.141 1.387 -3.065
H -0.008 -1.217 -4.209
H 1.750 -2.908 -3.911
H 2.563 -3.455 -1.634
H 1.674 -2.259 0.312
C 2.807 0.641 2.365
C 2.370 1.518 1.197
C 3.047 1.042 -0.089
C 2.771 2.969 1.471
O 0.974 1.518 1.058
H 3.897 0.661 2.466
H 2.499 -0.397 2.205
H 2.361 0.997 3.296
H 4.119 1.265 -0.066
H 2.601 1.544 -0.951
H 2.928 -0.033 -0.228
H 3.853 3.072 1.598
H 2.270 3.318 2.378
H 2.448 3.599 0.639
*
```

The molecule's Mulliken atomic charges, reported in e, are given here: 1.5027 -0.9338 0.4682 -0.8001 -0.3837 -0.6706 -0.2537 0.5908 -0.6790 0.6421 -0.7730 0.4698 -0.9181 0.4262 -0.2408 -0.6401 -0.3338 -0.6289 -0.3549 0.3937 0.3440 0.3772 0.3215 0.3146 0.4250 0.3642 0.3719 0.3753 0.4098 -0.4417 -0.7153 -0.2491 0.1911 -0.2096 -0.5928 -0.0329 0.3053 -0.5923 -0.6058 -0.3625 -0.5456 -0.1183 0.5498 -0.0282 -0.8090 -0.6439 -0.5458 -0.3874 0.3611 0.3860 0.3473 0.4028 0.3792 0.3598 0.3761 0.3642 0.3054 0.4985 0.3875 0.3982 0.3832 0.4156 -1.5341 1.9187 -1.1842 -1.7524 -0.6225 0.4949 0.1683 0.1951 0.5067 -0.1172 0.1881 0.3884 0.3569 0.2756

---

Record 2
This record from the OMol25 dataset describes a 3-piece molecular cluster, C12H26ClFN3O9PSi overall at a distorted geometry. The level of theory is ωB97M-V/def2-TZVPD.

Properties
Highest occupied orbital energy: -9.08 eV
Molar mass: 469.86 g/mol
SMILES: CC(=O)N(C)CCCC[Si@@](F)(CC(=O)Cl)CP(=O)(O)O.C[N+](=O)[O-].C[N+](=O)[O-]
Orbital gap: 9.171 eV

```
! wB97M-V def2-TZVPD RIJCOSX def2/J DEFGRID3
* xyz 0 1
C 2.113 -1.899 -1.001
C 2.289 -0.724 -0.070
O 2.274 -0.910 1.137
N 2.441 0.606 -0.579
C 3.384 0.716 -1.698
C 1.153 1.245 -0.840
C 0.431 1.595 0.449
C -1.010 2.068 0.215
C -2.053 1.098 0.827
Si -2.341 -0.413 -0.213
F -0.950 -1.103 -0.580
C -3.307 -1.700 0.823
C -2.779 -3.039 0.478
O -1.841 -3.569 1.022
Cl -3.628 -3.802 -0.899
C -3.353 -0.092 -1.780
P -2.472 -0.004 -3.326
O -3.361 0.212 -4.466
O -1.397 1.194 -3.196
O -1.626 -1.360 -3.459
H 1.126 -1.917 -1.447
H 2.839 -1.951 -1.802
H 2.215 -2.792 -0.405
H 2.958 1.251 -2.537
H 4.219 1.322 -1.366
H 3.784 -0.233 -2.026
H 1.373 2.188 -1.326
H 0.518 0.686 -1.531
H 0.464 0.790 1.171
H 0.984 2.421 0.878
H -1.154 3.040 0.667
H -1.226 2.174 -0.844
H -3.012 1.581 0.995
H -1.657 0.765 1.780
H -3.100 -1.494 1.865
H -4.349 -1.592 0.554
H -4.059 -0.904 -1.891
H -3.836 0.870 -1.662
H -0.589 0.904 -3.627
H -1.192 -1.318 -4.318
C -2.434 -3.959 4.082
N -2.467 -2.706 4.886
O -1.768 -1.784 4.523
O -3.201 -2.688 5.847
H -1.741 -3.827 3.263
H -2.119 -4.764 4.737
H -3.443 -4.130 3.718
C 5.727 3.673 0.768
N 4.693 4.411 -0.006
O 4.279 5.451 0.449
O 4.330 3.907 -1.046
H 5.948 4.235 1.667
H 5.317 2.695 1.005
H 6.603 3.582 0.134
*
```

The molecule's natural (NBO) atomic charges, reported in e, are given here: -0.7427 0.7208 -0.5380 -0.5130 -0.4129 -0.2038 -0.4100 -0.4011 -0.9277 2.0065 -0.6478 -1.0008 0.5701 -0.5247 -0.0811 -1.3584 2.3523 -1.0910 -0.9805 -0.9746 0.2491 0.2175 0.2446 0.1925 0.2094 0.1913 0.2049 0.1638 0.2224 0.2149 0.2144 0.2072 0.2437 0.2490 0.2773 0.2647 0.2964 0.2927 0.5003 0.5023 -0.4942 0.5357 -0.3813 -0.3778 0.2542 0.2342 0.2279 -0.4879 0.5390 -0.3655 -0.3903 0.2313 0.2418 0.2331

---

Record 3
This record from the OMol25 dataset describes a 5-piece molecular cluster, H11O5 overall at a distorted geometry. The level of theory is ωB97M-V/def2-TZVPD.

Properties
Highest occupied orbital energy: -15.68 eV
Energy relative to the best compared isomer or geometry (same formula, charge and spin): 243.71 kJ/mol
Molar mass: 91.08 g/mol
Orbital gap: 12.333 eV

```
! wB97M-V def2-TZVPD RIJCOSX def2/J DEFGRID3
* xyz 1 1
O -0.381 -0.070 -0.123
H -0.379 0.919 0.092
H 0.294 -0.330 -0.534
H -0.896 -0.573 0.593
O 1.443 1.099 -1.934
H 0.973 0.481 -2.549
H 2.398 0.835 -2.203
O -2.132 -1.161 1.727
H -1.795 -1.880 2.398
H -3.162 -1.351 1.585
O -0.707 2.416 0.929
H -0.170 3.099 0.571
H -0.533 2.418 2.019
O 1.669 -1.905 -0.447
H 1.038 -2.410 -1.057
H 2.339 -1.587 -1.067
*
```

The molecule's natural (NBO) atomic charges, reported in e, are given here: -0.7892 0.5697 0.5261 0.5814 -0.9537 0.4695 0.4895 -1.0053 0.5177 0.5299 -0.9685 0.5009 0.5208 -0.9486 0.4779 0.4820

---

Record 4
This record from the OMol25 dataset describes a 12-piece molecular cluster, C21H41Cl2N11O25 overall at a distorted geometry. The level of theory is ωB97M-V/def2-TZVPD.

Properties
Highest occupied orbital energy: -10.34 eV
Molar mass: 918.52 g/mol
SMILES: C#CCC1=C([C@@H](Cl)[C@H](C)Cl)C(=O)OC1=O.C[N+](=O)[O-].C[N+](=O)[O-].C[N+](=O)[O-].C[N+](=O)[O-].C[N+](=O)[O-].C[N+](=O)[O-].C[N+](=O)[O-].C[N+](=O)[O-].C[N+](=O)[O-].C[N+](=O)[O-].C[N+](=O)[O-]
Orbital gap: 9.308 eV

```
! wB97M-V def2-TZVPD RIJCOSX def2/J DEFGRID3
* xyz 0 1
C 0.902 -4.451 0.233
C 0.318 -3.773 -0.556
C -0.621 -2.992 -1.347
C 0.052 -1.783 -1.934
C 0.150 -0.526 -1.497
C -0.394 0.069 -0.234
Cl -0.387 -1.103 1.111
C 0.340 1.329 0.243
C 0.023 2.567 -0.574
Cl 2.086 0.960 0.327
C 0.897 0.157 -2.599
O 1.029 1.296 -2.891
O 1.466 -0.800 -3.430
C 0.713 -1.918 -3.243
O 0.625 -2.795 -4.034
H 1.452 -5.127 0.824
H -0.891 -3.628 -2.181
H -1.469 -2.698 -0.754
H -1.422 0.356 -0.415
H -0.043 1.500 1.235
H 0.884 2.794 -1.174
H -0.814 2.448 -1.243
H -0.099 3.422 0.071
C 3.298 4.681 -2.842
N 2.734 5.272 -1.597
O 1.590 4.992 -1.312
O 3.464 5.993 -0.953
H 2.537 4.063 -3.305
H 3.585 5.503 -3.491
H 4.162 4.090 -2.558
C -2.968 5.980 -1.170
N -2.209 4.937 -0.429
O -1.076 5.202 -0.080
O -2.774 3.882 -0.210
H -2.335 6.858 -1.284
H -3.239 5.562 -2.135
H -3.853 6.209 -0.585
C -3.059 -1.514 -4.932
N -3.679 -0.911 -3.717
O -4.832 -1.177 -3.480
O -2.970 -0.189 -3.043
H -3.802 -2.127 -5.426
H -2.736 -0.699 -5.571
H -2.211 -2.111 -4.607
C 3.584 -1.017 2.664
N 4.367 -2.004 3.449
O 5.465 -1.684 3.836
O 3.840 -3.078 3.644
H 4.169 -0.112 2.564
H 3.380 -1.462 1.695
H 2.660 -0.827 3.202
C -1.733 10.604 -0.051
N -2.336 9.414 -0.712
O -3.504 9.169 -0.496
O -1.611 8.756 -1.431
H -2.490 11.084 0.552
H -0.910 10.254 0.561
H -1.377 11.265 -0.834
C 0.680 -9.029 1.796
N 1.008 -7.581 1.862
O 2.154 -7.243 1.639
O 0.100 -6.826 2.136
H 1.579 -9.579 1.538
H 0.308 -9.326 2.770
H -0.083 -9.156 1.035
C 0.156 14.400 2.452
N -0.495 13.224 1.814
O -1.663 13.021 2.062
O 0.197 12.545 1.084
H -0.577 14.904 3.070
H 0.984 14.029 3.049
H 0.511 15.046 1.656
C -2.480 -9.017 5.335
N -1.686 -10.035 4.598
O -1.427 -9.809 3.427
O -1.340 -11.019 5.204
H -2.703 -8.202 4.659
H -3.389 -9.500 5.681
H -1.877 -8.676 6.168
C 1.409 -7.006 5.011
N 0.686 -6.543 6.227
O -0.500 -6.812 6.326
O 1.324 -5.927 7.044
H 0.710 -7.538 4.381
H 1.799 -6.131 4.508
H 2.213 -7.657 5.341
C -1.258 3.222 -4.291
N -1.914 4.523 -4.592
O -1.318 5.309 -5.293
O -3.013 4.707 -4.110
H -0.294 3.198 -4.782
H -1.146 3.151 -3.214
H -1.908 2.437 -4.665
C 1.922 -8.260 -2.165
N 2.537 -9.375 -1.391
O 3.592 -9.159 -0.841
O 1.930 -10.426 -1.368
H 2.569 -7.395 -2.093
H 1.823 -8.593 -3.193
H 0.949 -8.057 -1.728
*
```

Results of the Mulliken charge analysis, in e, for atoms 1 through 99: 0.5464 -1.1436 -1.6096 0.3743 0.8296 -0.1469 -0.1206 -0.0988 -1.0577 -0.2081 -0.3180 -0.2840 -0.3500 0.4591 -0.5585 0.8547 0.3475 0.5072 0.4612 0.6917 0.1270 0.0306 0.7129 -0.6631 0.9066 -0.4925 -0.5487 0.1597 0.3199 0.2847 -0.5558 1.0556 -0.5791 -0.5747 0.1640 0.2244 0.3240 -0.6749 0.8798 -0.5313 -0.4670 0.3072 0.2618 0.2225 -0.7216 0.8970 -0.5367 -0.5312 0.3331 0.2844 0.2765 -0.8551 0.9269 -0.5254 -0.5707 0.3617 0.3300 0.2969 -0.7171 1.0152 -0.5643 -0.4924 0.3154 0.1604 0.3086 -0.7187 0.8795 -0.5162 -0.5134 0.3194 0.2799 0.2775 -0.6895 0.9135 -0.5676 -0.5345 0.2886 0.3030 0.2791 -0.3476 0.9465 -0.5615 -0.5686 -0.0778 0.2542 0.3068 -0.3602 1.0185 -0.5744 -0.6000 0.2890 -0.1036 0.3079 -0.7345 0.9116 -0.5072 -0.5319 0.3066 0.3126

---

Record 5
This record from the OMol25 dataset describes C30H54GeIN2O3PbSSi2Te as an isolated structure at a distorted geometry. The level of theory is ωB97M-V/def2-TZVPD.

Properties
Highest occupied orbital energy (alpha / beta): -10.28 / -9.92 eV
Molar mass: 1113.33 g/mol
Orbital gap (alpha / beta): 6.007 / 6.301 eV

```
! wB97M-V def2-TZVPD RIJCOSX def2/J DEFGRID3
* xyz 1 1
Pb 1.028 0.821 -0.697
C -2.038 3.871 -3.108
C -1.996 4.223 -1.648
N -2.688 5.236 -1.186
C -2.593 5.540 0.120
C -1.780 4.892 1.026
C -1.765 5.317 2.473
O -0.485 5.821 2.859
C -0.980 3.806 0.534
C -0.089 3.155 1.429
N 0.712 2.132 1.305
C 1.394 1.775 2.504
C 0.729 1.773 3.745
C 1.442 1.493 4.902
C 2.787 1.150 4.892
C 3.435 1.083 3.681
C 2.741 1.407 2.511
I 3.752 1.318 0.727
C -1.159 3.406 -0.803
O -0.611 2.350 -1.281
H -2.555 4.675 -3.610
H -2.562 2.936 -3.291
H -1.026 3.761 -3.490
H -3.196 6.382 0.444
H -1.973 4.469 3.130
H -2.524 6.058 2.627
H -0.173 6.458 2.196
H -0.065 3.629 2.412
H -0.334 1.986 3.797
H 0.923 1.495 5.856
H 3.288 0.910 5.813
H 4.457 0.749 3.618
C -0.601 1.231 -4.720
Ge 1.276 0.787 -4.234
C 1.437 -1.160 -3.958
C 2.466 1.407 -5.695
C 2.032 1.676 -2.630
H -0.910 0.547 -5.513
H -0.696 2.242 -5.133
H -1.292 1.111 -3.875
H 1.108 -1.717 -4.826
H 0.823 -1.469 -3.095
H 2.476 -1.420 -3.766
H 2.247 0.831 -6.599
H 3.506 1.237 -5.407
H 2.327 2.470 -5.912
H 1.655 2.711 -2.594
C -0.274 -5.422 1.491
Si -1.450 -3.996 1.088
C -3.120 -4.672 0.494
C -1.727 -2.900 2.624
C -0.726 -2.939 -0.295
Te 1.046 -2.076 0.472
C 2.299 -3.304 -0.726
Si 4.118 -3.308 -0.294
C 5.010 -1.913 -1.244
C 4.348 -3.083 1.568
C 4.729 -4.997 -0.882
H -0.642 -6.001 2.355
H 0.721 -5.085 1.765
H -0.183 -6.107 0.636
H -3.571 -5.278 1.306
H -3.025 -5.342 -0.375
H -3.852 -3.887 0.237
H -2.749 -3.037 3.018
H -1.554 -1.832 2.410
H -1.040 -3.160 3.435
H -1.373 -2.121 -0.580
H -0.425 -3.501 -1.194
H 2.089 -3.038 -1.772
H 1.888 -4.314 -0.524
H 4.584 -0.911 -1.145
H 5.064 -2.163 -2.302
H 6.067 -1.840 -0.908
H 4.065 -2.068 1.896
H 5.405 -3.240 1.795
H 3.783 -3.803 2.191
H 4.570 -5.101 -1.962
H 4.193 -5.823 -0.379
H 5.798 -5.125 -0.713
C -4.403 1.770 1.927
C -3.371 0.643 2.126
S -2.227 0.862 0.693
O -1.082 -0.169 0.693
C -3.265 0.365 -0.720
C -4.040 -0.943 -0.526
H -4.991 1.949 2.821
H -5.071 1.555 1.090
H -3.880 2.711 1.670
H -3.777 -0.372 2.133
H -2.745 0.771 3.010
H -2.513 0.311 -1.523
H -3.922 1.215 -0.946
H -3.429 -1.737 -0.098
H -4.399 -1.301 -1.482
H -4.901 -0.810 0.116
*
```

The molecule's Mulliken atomic charges, reported in e, are given here: 0.9715 -0.8454 0.4809 -0.6605 -1.0073 0.5345 -0.9730 -0.5401 0.2343 -0.8442 0.3585 -0.2470 0.2538 -0.9777 -0.7452 -0.4882 0.1469 0.1295 -0.0249 -0.0994 0.4313 0.2014 0.1037 0.3765 0.2528 0.4800 0.3768 1.2364 0.3773 0.3907 0.4352 0.5197 -0.8911 0.6207 -0.7618 -1.2505 -0.7988 0.5301 0.3403 -0.0573 0.4900 -0.0182 0.2229 0.3834 0.3754 0.3633 0.3362 -1.0796 0.6878 -1.1972 -0.7061 -0.5252 -0.4042 -0.5500 0.1318 -0.8321 -0.7703 -1.0989 0.3388 0.2562 0.3249 0.3522 0.3450 0.3105 0.3769 -0.2012 0.3803 -0.0933 0.7532 0.3749 0.3126 0.1126 0.3298 0.3241 0.1212 0.3525 0.3251 0.3283 0.2997 0.3509 -1.2303 -0.7162 0.7982 -0.3439 -0.4805 -1.1797 0.4323 0.3026 0.2265 0.4291 0.5315 0.0500 0.7106 -0.1372 0.4797 0.3726

---

Record 6
This record from the OMol25 dataset describes C22H24IInN4O2S as an isolated structure at a distorted geometry. The level of theory is ωB97M-V/def2-TZVPD.

Properties
Highest occupied orbital energy: -13.48 eV
Energy relative to the best compared isomer or geometry (same formula, charge and spin): 0.00 kJ/mol
Molar mass: 650.25 g/mol
Orbital gap: 5.696 eV

```
! wB97M-V def2-TZVPD RIJCOSX def2/J DEFGRID3
* xyz 2 1
In -1.176 0.454 0.849
C 2.323 -0.272 3.984
C 2.603 -0.794 2.614
N 3.791 -1.239 2.317
C 4.080 -1.810 1.147
C 3.110 -2.045 0.200
C 3.481 -2.696 -1.114
O 3.090 -1.893 -2.226
C 1.809 -1.539 0.444
C 0.818 -1.761 -0.566
N -0.317 -1.160 -0.722
C -1.079 -1.457 -1.866
C -0.484 -1.610 -3.123
C -1.253 -1.872 -4.243
C -2.634 -1.982 -4.141
C -3.246 -1.828 -2.907
C -2.464 -1.567 -1.796
I -3.418 -1.424 0.096
C 1.543 -0.852 1.645
O 0.381 -0.361 1.995
H 3.244 -0.255 4.558
H 1.896 0.732 3.931
H 1.594 -0.917 4.479
H 5.122 -2.051 0.975
H 4.552 -2.895 -1.120
H 2.969 -3.658 -1.205
H 3.851 -1.400 -2.546
H 1.047 -2.556 -1.273
H 0.593 -1.514 -3.210
H -0.776 -1.993 -5.206
H -3.238 -2.201 -5.010
H -4.318 -1.922 -2.804
C -2.833 2.049 -2.442
C -1.524 2.119 -1.715
C -0.368 1.544 -2.245
C 0.870 1.729 -1.643
C 0.993 2.521 -0.506
C -0.142 3.099 0.049
C -1.402 2.878 -0.534
H -2.951 2.954 -3.043
H -3.677 2.006 -1.754
H -2.868 1.197 -3.120
H -0.435 0.992 -3.173
H 1.753 1.296 -2.093
H 1.969 2.728 -0.088
H -0.050 3.779 0.887
H -2.276 3.393 -0.148
N -2.121 1.015 5.520
C -1.945 1.573 4.337
N -1.256 2.699 4.223
S -2.684 0.804 2.981
H -1.819 1.463 6.374
H -2.634 0.151 5.592
H -0.889 3.168 5.037
H -1.202 3.181 3.344
*
```

The molecule's natural (NBO) atomic charges, reported in e, are given here: 1.4537 -0.6446 0.1831 -0.3605 0.0143 -0.0300 -0.1037 -0.7430 -0.1648 0.2209 -0.5974 0.1477 -0.2568 -0.1606 -0.1785 -0.2366 -0.1678 0.4036 0.3507 -0.8356 0.2544 0.2103 0.2295 0.2133 0.2099 0.1947 0.4920 0.2184 0.2521 0.2466 0.2509 0.2484 -0.6542 -0.0135 -0.1515 -0.1852 -0.2188 -0.2164 -0.2828 0.2615 0.2308 0.2367 0.2357 0.2469 0.2537 0.2406 0.2565 -0.7180 0.3780 -0.7338 -0.1990 0.4266 0.4425 0.4246 0.4247